42
Properties=species:S:1:pos:R:3:forces:R:3:mulliken_charge:R:1 method="wB97M-V/def2-TZVPD" total_energy_ha=-991.8492 orbital_gap_ev=8.239 e_above_lowest_ev=3.785 smiles=CCn1nccc1-c1ccc2c(Nc3ccccc3)ccnc2c1 homo_ev=-8.36 charge=0
C 0.7435 0.3143 -4.3692 -0.9 0.4 1.3 -0.986
C 1.2109 1.7835 -4.2022 -0.5 0.7 -1.5 -0.364
N 0.1990 2.6103 -3.5670 -1.4 1.1 1.9 0.931
N -0.2726 3.7762 -4.0537 1.0 1.0 -0.6 -1.134
C -1.1641 4.2338 -3.1919 -1.1 -0.1 -1.0 -0.543
C -1.4595 3.2650 -2.2111 -1.4 2.9 0.7 -0.312
C -0.5070 2.3746 -2.4088 1.6 -1.9 -1.1 -0.892
C -0.3678 1.2385 -1.5785 2.3 -0.2 0.7 0.729
C 0.6764 1.1032 -0.6301 -0.2 -1.4 0.9 -0.521
C 0.7166 0.0325 0.2666 1.1 2.0 -0.8 -1.282
C -0.2245 -1.0255 0.1508 2.0 4.3 -0.8 1.131
C -0.2046 -2.0787 0.9813 -3.8 -4.2 -0.1 -0.033
N 0.8049 -2.4387 1.8391 0.3 -0.2 1.3 -0.111
C 0.8237 -1.9944 3.1549 0.1 0.3 -0.9 0.682
C -0.3026 -1.5268 3.7490 -2.0 2.0 1.9 -0.251
C -0.2455 -0.7608 4.9606 -0.5 -1.3 0.3 -0.384
C 0.8950 -0.5743 5.7643 0.1 0.2 -2.5 -0.724
C 2.0291 -1.1043 5.0725 0.5 -1.5 -0.3 -0.297
C 2.0054 -1.8534 3.8233 -2.1 2.6 3.7 -0.848
C -1.3465 -2.9113 0.9052 -0.3 0.3 -1.1 -0.122
C -2.4355 -2.6132 0.0144 2.1 3.7 0.2 -0.557
N -2.3483 -1.4956 -0.7801 -1.3 -3.0 1.0 -0.622
C -1.2338 -0.7308 -0.7697 -2.2 -4.2 1.7 -0.374
C -1.3075 0.3159 -1.6123 -1.8 0.9 -1.6 0.181
H 1.1170 -0.0048 -5.2904 0.3 -0.8 -1.6 0.382
H 1.2081 -0.3191 -3.6171 0.1 0.0 0.2 0.308
H -0.3610 0.0840 -4.2660 1.2 0.8 -0.4 0.267
H 1.4809 2.3413 -5.1712 -0.8 -1.1 1.2 0.403
H 2.1520 1.7886 -3.6756 0.2 0.1 0.7 0.220
H -1.7099 5.1699 -3.3486 0.5 -0.4 -0.2 0.435
H -2.2432 3.3075 -1.4288 1.0 -0.1 -0.6 0.432
H 1.4148 1.8689 -0.5686 0.4 0.5 0.2 0.594
H 1.4383 0.1716 1.0905 -0.3 -0.8 -0.5 0.294
H 1.6630 -2.7280 1.4543 1.0 -0.1 -0.5 0.222
H -1.2733 -1.6034 3.2404 0.5 0.0 0.3 0.372
H -1.1706 -0.4461 5.4296 -0.3 0.2 -0.5 0.310
H 0.7963 0.1449 6.6486 0.8 -1.6 -1.3 0.310
H 3.0202 -1.1253 5.4985 0.2 0.5 0.4 0.338
H 2.8331 -2.1588 3.3211 2.8 -0.8 -0.8 0.453
H -1.4160 -3.8264 1.4644 0.2 -0.1 0.4 0.463
H -3.4262 -3.0183 0.1503 0.1 -0.6 -0.4 0.409
H -2.2085 0.4136 -2.2386 0.6 -0.2 0.3 0.488

49
Properties=species:S:1:pos:R:3:forces:R:3:mulliken_charge:R:1 method="wB97M-V/def2-TZVPD" total_energy_ha=-2164.5352 orbital_gap_ev=8.208 smiles="NC(=O)C1=C[C@H]2OC(=O)C3=C(CS[C@@H]4[C@H](NC(=O)Cc5cccs5)C(=O)N34)CN2C=C1" homo_ev=-8.33 charge=0
N -0.1072 1.7796 2.2582 0.3 0.2 0.3 -0.199
C -0.9870 1.8811 1.2344 -0.2 -0.2 0.1 -0.034
O -0.9101 2.7473 0.3897 -0.2 0.3 -0.2 -0.636
C -2.0566 0.8393 1.2418 -0.3 -0.1 -0.7 0.895
C -2.4717 0.2873 0.0951 0.1 0.1 0.2 -0.659
C -3.5489 -0.7634 0.1256 -0.3 0.8 0.5 -0.232
O -3.5692 -1.5630 -1.0372 -0.4 -0.2 -0.1 -0.368
C -2.4666 -2.1858 -1.4900 0.4 -0.4 -0.3 0.189
O -2.4468 -2.6801 -2.5789 0.0 0.2 0.2 -0.581
C -1.3165 -2.3175 -0.5324 -0.2 -0.3 0.5 0.368
C -1.4985 -2.7529 0.7260 0.0 0.1 -0.5 1.143
C -0.3764 -2.8923 1.7025 0.6 0.2 -0.1 -1.067
S 0.9683 -1.6756 1.4094 0.1 -0.1 -0.1 -0.270
C 1.1817 -2.1973 -0.3246 0.1 -0.2 0.6 -0.185
C 1.8277 -1.1943 -1.3146 0.4 0.0 0.0 -0.606
N 2.4596 -0.0276 -0.8031 -0.5 -0.2 0.2 0.432
C 3.7458 0.2810 -1.1256 0.0 0.3 0.3 0.765
O 4.4612 -0.4699 -1.7441 0.3 -0.2 -0.2 -0.658
C 4.1859 1.6514 -0.6178 0.1 -0.2 -0.2 -1.049
C 3.2532 2.7149 -1.0891 -0.3 0.4 0.3 0.461
C 3.2961 3.4262 -2.2462 0.1 -0.2 0.2 -0.653
C 2.1838 4.2872 -2.4064 -0.2 0.1 0.0 -0.506
C 1.3033 4.2108 -1.3804 -0.1 -0.2 0.2 -0.546
S 1.8168 3.0985 -0.1818 0.8 0.1 -0.5 -0.063
C 0.3995 -1.0225 -1.8633 0.1 0.2 -0.1 0.127
O -0.1579 -0.2964 -2.6239 -0.1 0.2 -0.1 -0.580
N -0.0623 -2.0298 -1.0343 -0.2 -0.5 -0.2 0.096
C -2.9199 -2.8994 1.2194 0.0 0.0 -0.3 -1.643
N -3.4899 -1.5680 1.3562 -0.3 -0.1 -0.1 0.251
C -3.1434 -0.8809 2.5058 0.0 0.1 0.2 -0.662
C -2.5610 0.3270 2.5005 -0.1 -0.2 0.1 -0.812
H 0.6760 2.4128 2.2698 -0.1 0.0 0.0 0.279
H -0.0758 0.9655 2.8460 0.0 0.0 -0.1 0.227
H -2.0598 0.5577 -0.8648 0.1 0.2 -0.2 0.696
H -4.5431 -0.2808 0.1143 0.3 -0.1 0.0 0.290
H -0.7241 -2.6990 2.7168 0.0 -0.1 0.0 0.510
H 0.0748 -3.8869 1.6688 -0.1 0.0 0.1 0.475
H 1.5687 -3.2184 -0.3302 0.0 0.1 -0.1 0.353
H 2.5285 -1.6706 -2.0088 -0.2 0.0 0.1 0.528
H 1.8850 0.6680 -0.3458 0.0 0.0 -0.2 -0.132
H 4.2111 1.6194 0.4736 0.1 0.0 0.0 0.308
H 5.1942 1.8331 -0.9924 -0.1 -0.1 0.1 0.370
H 4.0910 3.3396 -2.9654 0.2 -0.1 -0.1 0.463
H 2.0479 4.9298 -3.2576 -0.1 0.1 -0.1 0.414
H 0.3724 4.7186 -1.2334 -0.2 0.2 -0.1 0.492
H -2.9537 -3.3891 2.1930 0.0 0.0 0.0 0.567
H -3.5258 -3.4750 0.5143 0.1 0.0 0.2 0.364
H -3.3705 -1.4131 3.4192 0.0 0.0 0.2 0.459
H -2.3897 0.8731 3.4117 0.0 0.0 0.2 0.622

50
Properties=species:S:1:pos:R:3:forces:R:3:mulliken_charge:R:1 method="wB97M-V/def2-TZVPD" total_energy_ha=-2238.9688 orbital_gap_ev=6.983 homo_ev=-8.92 charge=0
N 2.0103 3.5199 -0.2147 7.5 7.3 0.7 -0.466
C 1.2685 2.7346 -0.2991 -4.9 -4.9 -0.7 0.335
C 0.1839 1.9355 -0.2902 -5.2 -6.4 -0.6 0.871
C 0.2088 0.4558 -0.3342 -0.9 3.9 0.2 -0.277
C 1.4165 -0.4515 -0.6020 -1.2 9.4 1.7 0.359
C 2.6494 0.0546 -0.5327 2.6 0.2 -0.4 -1.141
C 3.5916 -0.9600 -0.5209 4.4 6.9 -1.6 0.230
C 3.3657 -2.1613 -0.8063 -0.3 -9.1 0.4 -0.585
C 2.0151 -2.5830 -0.6640 3.8 -4.2 -0.2 -0.193
C 1.1158 -1.7000 -0.4617 -7.5 -0.4 0.2 -0.280
C -0.4273 -1.5919 -0.2995 3.2 -13.9 -1.0 0.952
C -1.2780 -2.8166 -0.3787 7.8 -4.1 -0.7 -0.501
C -2.5252 -2.9210 -0.2495 3.0 14.7 0.9 -1.915
C -3.0591 -1.3811 0.0035 -3.1 -7.3 -1.7 0.533
C -2.3008 -0.3484 -0.1972 -1.8 -1.9 1.1 -0.959
C -0.9959 -0.5257 -0.1002 4.6 9.3 -1.3 0.737
H -2.7207 0.4714 0.0711 -2.5 5.9 0.8 0.719
S -4.8823 -1.3143 0.3007 6.2 7.5 -8.7 1.171
O -4.9378 -0.8620 1.5467 -1.3 2.4 9.9 -0.557
O -5.5489 -2.3345 -0.2464 -3.9 -7.0 -2.8 -0.606
N -5.1855 0.0982 -0.7870 7.6 1.5 8.7 -0.528
H -5.8956 -0.0059 -1.2975 -7.3 -1.6 -5.4 0.449
C -5.4911 1.4456 0.0476 3.4 -0.9 -2.2 -0.039
H -5.2268 1.2789 1.2022 0.1 0.9 -2.9 0.339
H -4.9432 2.3304 -0.7206 -1.1 -2.3 3.0 0.140
C -6.9109 1.6120 -0.0665 -5.2 -1.6 2.9 -0.762
O -7.4588 1.4510 -1.3827 2.8 6.5 -1.4 -0.572
H -7.0202 2.5424 -1.8662 -2.2 -5.1 1.6 0.383
H -7.3091 2.4806 0.5932 0.6 -0.7 -1.7 0.323
H -7.4876 0.7201 0.4897 1.5 1.5 -0.9 0.228
H -3.2103 -3.4697 -0.1601 -9.1 -9.1 0.8 1.191
H -0.7821 -3.9276 -0.4763 -0.3 2.9 0.0 0.022
H 1.8605 -3.6199 -0.5476 -0.4 -1.1 -0.3 0.442
H 4.1763 -3.0152 -0.7856 -1.5 2.0 -0.5 0.275
S 5.3475 -0.3857 -0.9170 -3.3 7.2 -5.8 1.063
O 6.3023 -1.0568 -0.2370 5.2 -5.7 2.8 -0.582
O 5.5914 -0.0700 -2.4925 -1.7 -1.1 7.0 -0.655
N 5.4531 1.1901 0.1057 -3.9 2.6 -14.3 -0.330
H 5.8247 1.8961 -0.7762 -1.3 -2.3 3.5 0.291
C 5.9041 1.3198 1.2696 3.5 -8.2 6.6 -0.923
H 6.3337 2.1450 1.6045 1.5 4.1 0.9 0.695
C 4.8736 0.6946 2.4137 2.1 -2.0 -6.0 -0.447
O 4.5225 -0.7349 1.9031 2.2 0.3 0.2 -0.547
H 5.3430 -1.3251 1.5796 -2.2 2.6 1.5 0.370
H 3.9925 1.2819 2.0943 0.1 -0.3 1.9 0.291
H 5.6127 0.6030 3.1685 -0.8 0.4 2.0 0.429
H 7.0218 0.4814 1.2526 -2.3 1.9 1.1 0.171
H 3.1270 1.0320 -0.5587 -1.1 0.3 0.2 0.769
C -1.1888 2.6089 -0.2868 -7.3 3.7 2.4 -0.315
N -2.3264 3.1782 -0.0907 9.8 -4.9 -1.9 -0.598

47
Properties=species:S:1:pos:R:3:forces:R:3:mulliken_charge:R:1 method="wB97M-V/def2-TZVPD" s2=6.05 total_energy_ha=-6284.3970 orbital_gap_ev="8.020 / 5.030" homo_ev="-21.27 / -20.97" multiplicity=5 charge=+4
Os 0.3921 -0.1119 0.0809 -0.1 0.9 -0.6 0.856
Br 6.7192 -1.8200 -0.2107 0.7 -0.2 0.0 0.149
C 5.0076 -1.2809 -0.1566 -0.3 0.1 0.0 0.024
C 4.4181 -0.6592 -1.2770 0.1 0.0 0.0 -0.636
C 3.1236 -0.2562 -1.1999 -0.2 0.1 0.4 -0.125
N 2.3777 -0.4396 -0.0592 -0.1 0.0 0.1 -0.156
C 2.9390 -1.0887 1.0289 -0.3 0.0 -0.3 0.696
C 4.2322 -1.4985 1.0081 0.2 0.0 0.0 -0.524
C 1.9749 -1.3652 2.1099 -0.2 0.0 -0.1 0.635
C 2.2981 -1.7748 3.3638 0.0 0.0 0.1 -0.492
C 1.2675 -2.0885 4.2800 0.0 0.1 -0.3 0.056
Br 1.6770 -2.6325 5.9419 0.2 -0.2 0.6 0.142
C -0.0758 -1.9766 3.8726 -0.1 0.0 -0.1 -0.713
C -0.3508 -1.5289 2.6181 0.2 0.0 -0.1 0.004
N 0.6498 -1.2117 1.7298 -0.1 -0.1 0.1 -0.182
H 4.9785 -0.5007 -2.1891 0.0 0.0 0.0 0.492
H 2.6412 0.2386 -2.0313 -0.1 0.0 0.0 0.466
H 4.6678 -2.0117 1.8555 0.0 0.0 0.0 0.457
H 3.3326 -1.8614 3.6689 0.0 0.0 0.0 0.475
H -0.8875 -2.2391 4.5395 0.0 0.0 0.0 0.479
H -1.3687 -1.4241 2.2701 0.0 0.0 0.0 0.423
C -5.6726 -1.4806 -0.9080 0.2 0.0 0.0 -1.403
C -4.2554 -1.1216 -0.6653 -0.3 0.0 0.1 0.980
C -3.2010 -1.9995 -0.9987 -0.2 -0.1 -0.1 -0.712
C -1.9144 -1.6473 -0.7458 0.1 0.5 0.2 -0.228
N -1.5896 -0.4256 -0.1814 0.0 -0.2 0.1 -0.067
C -2.6058 0.4457 0.1380 0.4 -0.2 -0.1 -0.169
C -3.9058 0.1230 -0.0879 -0.3 -0.1 0.0 -0.735
H -5.8262 -2.5569 -0.9478 0.0 0.0 0.0 0.420
H -5.9608 -1.0735 -1.8880 0.0 0.0 0.0 0.349
H -6.3348 -1.0278 -0.1715 0.0 0.0 0.0 0.422
H -3.4055 -2.9654 -1.4447 0.0 0.0 0.0 0.491
H -1.0987 -2.3255 -0.9746 0.1 0.0 0.0 0.465
H -2.3257 1.3886 0.5904 0.1 0.0 0.0 0.524
H -4.6761 0.8327 0.1903 0.0 0.0 0.0 0.496
C -0.4012 4.3555 -3.2409 0.2 -0.3 0.4 -0.752
N 0.1083 3.4829 -2.1232 -0.5 0.0 -0.7 0.046
C 0.9215 3.8910 -1.0971 0.5 -0.9 1.0 -0.385
C 1.1460 2.7853 -0.2991 -0.1 1.4 -0.8 -0.421
N 0.4495 1.7293 -0.8586 -0.3 -1.0 -0.2 -0.145
C -0.1776 2.2007 -1.9797 0.2 0.2 0.4 -0.210
H 0.2438 5.2252 -3.3052 0.0 0.0 0.0 0.324
H -1.4187 4.6547 -3.0107 0.0 0.0 0.0 0.341
H -0.3589 3.7903 -4.1660 0.0 0.0 0.0 0.364
H 1.2942 4.9014 -1.0048 -0.1 -0.1 0.0 0.472
H 1.7543 2.7170 0.5886 0.0 -0.1 0.0 0.511
H -0.8030 1.6321 -2.6521 0.0 0.0 0.1 0.497